Record 1
DFT (the ωB97M-V functional and the def2-TZVPD basis) results for a molecular structure, C25H24Cl2N6ORe.

Results
expectation value of S²: 0.775
relative energy (zero: lowest compared OMol25 entry of this formula, charge and spin): 0.623 eV
spin multiplicity: 2
LUMO level (alpha / beta): -7.644 / -7.903 eV
highest occupied orbital energy (alpha / beta): -13.1 / -13.1 eV
net charge: +2
HOMO-LUMO gap (alpha / beta): 5.46 / 5.20 eV

CARTESIAN COORDINATES (ANGSTROEM)
H 2.353550 -5.265604 -1.821616
C -1.907698 3.127102 3.174195
H 0.530873 2.861198 -2.291377
H -3.406228 6.167418 2.732177
H 3.366992 -3.704873 -0.267078
H 0.864498 -1.081716 -2.386655
C 0.363002 -6.051459 -1.795335
N 0.951204 1.362762 -0.924178
H -1.047198 3.414355 3.766566
H -2.470432 -4.222066 -1.395443
C -0.993580 -5.752518 -1.687647
N -1.283541 -0.582637 1.163712
H 1.195082 -0.039970 0.577969
O -2.840948 -2.132365 1.677335
C -2.815072 4.103661 2.766480
C 3.122689 2.741545 -0.334727
H -0.814158 -2.409198 -1.228251
H 7.433607 1.523831 -2.328647
C 1.302437 -5.038568 -1.709536
H -2.532384 5.689391 4.184842
C 0.469422 0.530359 0.012255
C -1.964161 -6.805845 -1.765570
H 6.612932 0.152836 -1.475482
Cl 5.114188 1.549669 -2.719884
H -1.923499 2.737480 -1.936861
C 0.863413 -3.738063 -1.517994
H -1.662611 5.916585 2.671410
N 1.836245 -2.686914 -1.385424
C -0.482511 -3.422779 -1.411676
N 2.748936 -0.698069 -1.425196
C -3.226135 1.401632 2.159354
H -1.421458 1.043387 3.273328
H 4.526885 -1.219541 -0.316834
C -4.151121 2.357059 1.753097
H -4.420314 -0.297916 1.961200
H 3.665082 3.620805 -0.723481
C 3.594965 -1.550829 -0.740184
H -4.683817 4.421901 1.759723
H -5.038606 2.057125 1.209101
C -1.416950 -4.439455 -1.497664
N -2.740461 -7.648087 -1.830359
H -0.636157 -1.334629 1.348788
C 1.696784 -1.427625 -1.797645
H 0.677191 -7.073593 -1.951807
C -2.107185 1.786952 2.890399
C -1.265653 2.090275 -1.375120
C -1.777135 1.177532 -0.477093
C 6.633984 1.219991 -1.661095
C -0.894025 0.378211 0.262382
H 2.704565 2.863747 0.659536
C -2.590555 -0.955887 1.582416
Re 3.010939 1.396719 -1.571715
Cl 6.594730 2.140650 -0.205686
H -2.843559 1.083654 -0.343002
N -3.475953 0.041318 1.837776
C -2.593256 5.547583 3.105239
C -3.945096 3.691577 2.063431
C 3.036857 -2.783150 -0.710518
C 0.100378 2.165063 -1.581912

Cartesian forces (eV/Å) of the 3 atoms listed first:
H 0.025 0.012 0.013
C -0.003 0.024 0.012
H -0.025 0.016 -0.010

***

Record 2
DFT (the ωB97M-V functional and the def2-TZVPD basis) results for a molecular structure, C25H24ClN3O7S in a non-equilibrium geometry.

Results
LUMO level: -1.509 eV
highest occupied orbital energy: -8.5 eV
HOMO-LUMO gap: 7.02 eV

CARTESIAN COORDINATES (ANGSTROEM)
H -0.699617 -1.989749 0.581094
C 2.682831 -1.628827 0.856081
C -1.482912 2.077788 -0.685013
H 2.199400 0.116936 2.452205
C -4.260121 -2.466396 -0.822214
O 3.927367 3.615178 -1.633080
C -3.827913 2.800060 0.478866
N 3.372954 -0.470790 1.136896
C 2.417070 -3.894847 0.026778
H 4.498905 1.440113 -1.878799
H 1.682964 -4.337317 0.117594
C -1.356821 3.337850 0.022879
C -0.887330 -1.181454 0.078345
O 1.559705 -1.705691 1.584216
O 4.375396 -2.810251 -0.530739
H 1.156785 0.923414 0.141370
H 2.934253 0.251658 -1.557333
C -5.423785 -3.089534 -0.318322
C -3.157967 -1.717935 -0.080183
O -3.567216 -0.428138 -2.798479
H 3.340612 -5.874850 -1.277161
O -1.202271 -0.074037 -2.468391
C -3.870529 1.786663 -0.112916
H -0.786468 -0.338837 0.970816
C 1.943009 4.246677 -0.239270
C 3.309904 -2.877906 0.219455
H -0.640343 1.867281 -1.264218
C -0.136820 4.023337 0.349593
H 2.195433 4.488467 0.780410
H -4.763325 3.107989 1.246847
H -4.176870 -2.700229 -1.975941
H -4.651794 -2.146973 3.010887
C 3.627265 0.963432 -1.139656
C 3.348522 -4.826409 -0.908685
C -3.479240 -1.677910 1.204864
H 3.612671 1.248506 2.327180
H 4.665534 -0.752737 -0.588218
S -2.360887 -0.065764 -1.868997
H 1.675618 2.576720 1.265049
Cl -5.168624 0.860106 -0.423385
C -5.647683 -2.881493 1.258587
C 4.549782 -4.207718 -1.025728
C -2.541512 1.197111 -0.877894
C 2.802674 0.609082 1.432634
H -0.095545 -1.116637 -0.839893
H -6.326688 -3.290670 -0.853516
H -6.536941 -2.972384 1.714625
C -2.668026 3.602822 0.877020
N -2.029508 -1.329277 -0.729100
H 5.124654 0.609767 0.384049
H -2.741866 -1.201541 1.823185
H -2.641069 4.573946 1.185617
O -0.042780 4.516446 1.324444
N 2.887451 1.864043 -0.417126
C 3.008856 3.230018 -0.982164
O 0.750553 3.929238 -0.599976
H 5.696390 -4.353899 -1.527763
C 4.352029 0.091251 -0.205067
C 1.986860 1.470578 0.654227
C -4.680373 -2.321005 2.115298
H 2.167405 5.304752 -0.991873

Cartesian forces (eV/Å) of the 3 atoms listed first:
H 0.920 -4.947 2.578
C -3.709 -0.232 5.538
C 0.176 0.845 -0.447

***

Record 3
DFT (the ωB97M-V functional and the def2-TZVPD basis) results for a molecular structure, C25H24ClN6O10Sn in a non-equilibrium geometry.

Results
relative energy (zero: lowest compared OMol25 entry of this formula, charge and spin): 1.522 eV
LUMO level (alpha / beta): -0.105 / -0.869 eV
highest occupied orbital energy (alpha / beta): -4.5 / -4.5 eV
net charge: -1
HOMO-LUMO gap (alpha / beta): 4.36 / 3.59 eV

CARTESIAN COORDINATES (ANGSTROEM)
N -0.643379 2.079877 0.276548
Sn -0.045281 0.040041 -0.513297
C 3.229001 1.106695 -0.985143
C 6.227393 -3.975815 5.353212
O -5.418702 -2.068876 -3.243205
O 5.998822 -3.611718 4.014743
H -2.943808 -1.316889 1.697277
O 0.709356 -2.246888 3.192634
C 6.980690 0.122563 2.491008
H -0.531497 3.972425 3.028536
H 6.306288 -0.734896 0.629960
C 4.387089 1.646522 -1.624687
O -0.802822 -0.782664 2.211154
H 5.175647 1.794681 3.168231
C 5.640906 1.729606 0.451474
C -4.485905 -1.801194 0.305013
H 5.609500 -3.388763 6.041276
H -2.107441 4.870877 1.323850
H 7.285837 -3.872817 5.622572
C 4.455468 1.366808 1.185144
O -3.138785 -1.023242 -3.720387
C -3.211601 -1.108657 -1.363355
C -4.475987 -1.680275 -1.077150
C 4.354825 1.409642 2.583366
H -2.423469 3.984109 -0.179745
H -2.689997 2.841554 2.805896
O -1.411250 -0.222454 -2.582729
C 6.443939 -0.897975 1.688954
H 0.220250 2.381773 2.791040
C -0.107809 3.287848 2.297044
H 5.702498 -2.901707 1.633335
C -2.342791 2.216117 1.985409
H 4.347766 1.771258 -2.695903
N -2.550882 -0.906072 -0.235508
C 6.330135 -2.362876 3.595262
H -5.251638 -2.200431 0.938549
C -1.175012 2.907826 1.242903
C -1.675471 4.212774 0.573256
Cl -0.252973 -2.112570 2.162090
C 6.874822 -1.359621 4.393317
H 7.029267 -1.512287 5.449852
H 5.941512 -5.025848 5.421699
C 3.285092 1.019295 0.475348
O 2.215813 0.751001 -1.616987
H 1.198307 0.258950 2.841880
N 6.862140 1.893646 0.986948
N 2.167320 0.640717 1.092522
C 6.129386 -2.115004 2.233024
N -3.322151 -1.322291 0.758256
H 3.095068 1.027789 4.267752
H 0.746747 3.760232 1.821047
C 7.214013 -0.139927 3.842047
C 3.191332 1.010508 3.194919
O -1.321956 -3.028133 2.342958
H -0.841798 4.712472 0.087602
H 7.634391 0.643235 4.455417
H -3.168983 2.029743 1.304110
O 0.362191 -2.324565 0.897987
C 5.514141 1.977204 -0.930039
C -2.540547 -0.754923 -2.664922
N 7.378032 1.335955 1.971673
H 6.386173 2.355454 -1.442149
H -1.975498 1.266940 2.365166
H -4.498650 -1.682271 -3.505956
C -5.613025 -2.081053 -1.943967
C 2.119585 0.602816 2.401466
O -6.670544 -2.408503 -1.446942

Cartesian forces (eV/Å) of the 3 atoms listed first:
N 0.297 0.688 -0.730
Sn 0.691 -0.731 -0.360
C 1.426 0.462 0.302

***

Record 4
DFT (the ωB97M-V functional and the def2-TZVPD basis) results for 2 unconnected molecules or ions with the total composition C25H24F4IN2O4S in a non-equilibrium geometry.

Results
LUMO level: 1.497 eV
highest occupied orbital energy: -1.7 eV
net charge: -1
HOMO-LUMO gap: 3.21 eV

CARTESIAN COORDINATES (ANGSTROEM)
C 0.432382 -2.482212 1.022011
C 3.531960 0.504308 0.180052
C -0.339366 -3.688756 0.510873
O -6.963264 1.108501 -4.915142
C -4.587722 -0.926956 -0.806487
H -6.471302 0.481981 -4.370894
H -1.304668 -0.557782 1.602697
O -1.407842 -4.019625 0.895569
H -3.576759 1.486543 3.338163
H 0.043044 -2.264171 2.014493
C -2.270688 -0.648860 1.111532
C 3.264906 -0.548228 -1.973772
H -2.167561 0.470651 3.325741
H -1.926120 3.109061 3.573549
H 3.440943 3.519599 2.583251
H -0.724759 2.183537 2.700829
C -3.041610 0.662278 1.376367
H 1.489908 -2.740816 1.072489
H 4.564674 4.602644 1.774284
H 4.184346 -1.610937 -3.298273
C -2.686094 1.248030 2.756204
H -4.723406 -1.410246 0.171540
S 1.081747 -2.011107 -2.723722
F 6.280218 0.899190 -0.576833
F 5.307957 1.785903 -2.283648
C -1.771034 2.490398 2.688452
N 4.251776 1.297192 1.090336
N 0.283167 -1.277594 0.160783
C -0.781831 -1.319432 -0.802715
F 6.011473 -0.259561 -2.340531
H 3.499870 3.031043 0.123855
H -4.792418 0.131121 -0.661758
C -3.148903 -1.140990 -1.235147
C -2.078664 -1.029016 -0.341735
C 4.050050 0.196185 -1.087606
O -6.491703 -0.888333 -2.220865
H -5.513310 -2.626731 -1.936201
C 1.739430 0.294142 1.860299
H 3.921700 1.147352 2.032385
C 4.388521 3.560423 2.045430
H -2.892693 1.385941 0.574158
C -2.911090 -1.480751 -2.561103
C 2.017821 -1.033199 -1.578674
I -1.326102 -2.272119 -5.029675
C 4.329908 2.732989 0.770825
H 5.248370 2.917209 0.208378
H -3.719537 -1.539977 -3.279419
O 3.659370 -0.804622 -3.257870
H -2.790569 -1.479384 1.603824
H -1.977518 3.069297 1.791338
C -1.631425 -1.733493 -3.029329
C 5.411246 0.652959 -1.563066
C -5.613767 -1.540369 -1.738624
H -4.107691 0.439172 1.386642
H 1.081510 0.979694 3.899557
H 5.221760 3.235939 2.667034
C -0.568281 -1.656325 -2.137621
C 1.454868 0.538142 3.005748
C 2.276980 0.012858 0.559248
C 1.517827 -0.780188 -0.319288
F 0.319979 -4.402498 -0.407913

Cartesian forces (eV/Å) of the 3 atoms listed first:
C -0.067 0.252 -0.311
C 0.487 0.227 0.439
C -0.277 0.397 0.529

***

| no. | energy (Ha) |
| --- | --- |
| 1 | -2368.87137 |
| 2 | -2515.53603 |
| 3 | -2722.23370 |
| 4 | -2472.78096 |